(1)
Here is 9 unconnected molecules or ions with the total composition C17H55N13O9 in a non-equilibrium geometry from OMol25. Energies are from the ωB97M-V functional and the def2-TZVPD basis.

Values from the calculation:
Calculated total energy, Eh: -2069.69283
Gap between HOMO and LUMO, eV: 9.258
LUMO, eV: 0.3
Largest force on an atom, eV Å⁻¹: 10.296
Spin multiplicity: 1
Total charge: 0
SMILES string: COC[C@H](C)N.COC[C@H](C)N.COC[C@H](C)N.NC(N)=O.NC(N)=O.NC(N)=O.NC(N)=O.NC(N)=O.O

The geometry in XYZ format:
```
94
Properties=species:S:1:pos:R:3:lowdin_charge:R:1
C 5.661 -2.874 -0.151 -0.096
O 4.554 -3.727 0.167 -0.196
C 3.601 -3.827 -0.908 -0.196
C 2.223 -4.472 -0.560 -0.409
C 1.269 -4.335 -1.732 -0.077
N 1.692 -3.972 0.732 0.080
H 5.715 -2.071 0.584 0.075
H 5.548 -2.402 -1.127 0.079
H 6.540 -3.507 -0.266 0.088
H 3.379 -2.818 -1.255 0.107
H 4.029 -4.332 -1.774 0.122
H 2.390 -5.548 -0.618 0.126
H 1.183 -3.357 -2.207 0.070
H 0.292 -4.783 -1.553 0.057
H 1.604 -5.087 -2.447 0.078
H 2.574 -3.860 1.211 0.054
H 1.272 -3.065 0.590 0.031
C 2.175 6.876 -0.142 -0.099
O 2.038 5.950 0.945 -0.204
C 1.289 4.761 0.606 -0.187
C 2.292 3.678 0.019 -0.393
C 1.713 2.279 -0.251 -0.056
N 3.336 3.480 1.045 0.039
H 2.903 7.554 0.303 0.088
H 1.292 7.459 -0.404 0.082
H 2.640 6.455 -1.034 0.081
H 0.721 4.334 1.432 0.103
H 0.476 4.948 -0.096 0.095
H 2.692 4.051 -0.923 0.121
H 1.911 2.107 -1.309 0.075
H 0.769 2.156 0.280 0.054
H 2.309 1.423 0.066 0.044
H 3.695 4.424 1.039 0.052
H 2.874 3.557 1.940 0.067
C -2.817 0.736 -1.695 -0.098
O -3.312 1.959 -1.203 -0.200
C -2.381 2.970 -0.791 -0.164
C -3.130 3.971 0.250 -0.392
C -4.231 4.651 -0.488 -0.085
N -2.167 4.991 0.719 0.044
H -2.476 0.153 -0.839 0.067
H -1.985 0.942 -2.368 0.081
H -3.594 0.059 -2.049 0.094
H -1.565 2.536 -0.214 0.084
H -1.800 3.401 -1.606 0.121
H -3.406 3.250 1.019 0.100
H -3.863 5.186 -1.364 0.087
H -4.748 5.381 0.135 0.075
H -5.010 3.953 -0.797 0.081
H -2.180 5.800 0.114 0.069
H -2.537 5.340 1.592 0.068
N -2.257 -4.571 -0.829 0.197
C -3.248 -5.265 -0.310 -0.727
N -3.706 -6.251 -1.043 0.167
O -3.720 -5.106 0.791 0.034
H -1.805 -3.859 -0.273 0.076
H -2.082 -4.722 -1.812 0.109
H -4.565 -6.677 -0.725 0.121
H -3.372 -6.446 -1.976 0.110
N -2.478 -3.851 2.658 0.169
C -1.681 -2.852 2.337 -0.733
N -1.115 -2.361 3.441 0.174
O -1.560 -2.515 1.198 0.034
H -2.718 -4.170 3.585 0.111
H -2.944 -4.343 1.909 0.017
H -0.464 -1.607 3.278 0.069
H -1.204 -2.762 4.364 0.111
N -1.235 2.218 3.141 0.171
C -1.423 1.220 2.304 -0.777
N -2.694 1.285 2.059 0.182
O -0.595 0.585 1.766 0.057
H -2.010 2.588 3.673 0.116
H -0.276 2.329 3.437 0.124
H -3.165 0.577 1.514 0.138
H -3.082 2.115 2.485 0.099
N 3.335 -0.662 1.218 0.180
C 3.182 -0.611 2.519 -0.760
N 1.908 -0.734 2.891 0.162
O 4.109 -0.384 3.261 0.037
H 4.222 -0.542 0.750 0.108
H 2.488 -0.735 0.672 0.069
H 1.186 -0.298 2.335 0.056
H 1.877 -1.060 3.846 0.112
N -0.706 -0.163 -5.556 0.157
C -1.372 -0.643 -4.528 -0.854
N -0.562 -0.770 -3.600 0.171
O -2.555 -0.727 -4.412 0.063
H -1.236 0.187 -6.341 0.117
H 0.289 -0.014 -5.471 0.105
H 0.420 -0.534 -3.621 0.125
H -0.861 -1.134 -2.707 0.101
O 0.342 -1.023 -0.533 -0.061
H -0.044 -0.565 0.213 -0.015
H -0.074 -1.885 -0.527 -0.002
```

***

(2)
Here is 2 unconnected molecules or ions with the total composition C21H13F4NO3 in a non-equilibrium geometry from OMol25. Energies are from the ωB97M-V functional and the def2-TZVPD basis.

Values from the calculation:
Calculated total energy, Eh: -1487.75200
Gap between HOMO and LUMO, eV: 3.121
LUMO, eV: -3.6
Largest force on an atom, eV Å⁻¹: 2.545
Spin multiplicity: 1
Total charge: 0
ΔE to the lowest compared entry with this formula, charge and spin, kcal/mol: 66.3

The geometry in XYZ format:
```
42
Properties=species:S:1:pos:R:3:lowdin_charge:R:1
F -3.785 4.426 -1.684 0.049
C -3.763 3.053 -1.580 -0.220
C -4.970 2.360 -1.635 0.100
C -4.886 0.968 -1.531 -0.214
F -6.058 0.250 -1.612 0.052
C -3.690 0.287 -1.367 0.082
C -2.466 1.015 -1.323 -0.173
C -1.203 0.361 -1.177 0.052
C 0.017 0.963 -1.465 -0.043
C 1.254 0.316 -1.441 0.055
C 2.512 0.986 -1.531 -0.187
C 3.737 0.258 -1.582 0.066
C 4.940 0.943 -1.626 -0.219
F 6.114 0.223 -1.666 0.051
C 5.030 2.337 -1.643 0.099
C 3.821 3.031 -1.610 -0.219
F 3.851 4.407 -1.645 0.052
C 2.585 2.409 -1.553 0.064
C -2.534 2.433 -1.422 0.064
H -5.917 2.875 -1.748 0.141
H -3.663 -0.797 -1.282 0.141
H -1.202 -0.667 -0.828 0.104
H -0.009 2.014 -1.758 0.095
H 1.260 -0.776 -1.381 0.123
H 3.710 -0.832 -1.573 0.136
H 5.980 2.852 -1.674 0.139
H 1.673 3.000 -1.507 0.122
H -1.628 3.029 -1.353 0.122
O -1.161 -2.998 5.965 0.055
N -0.301 -3.551 5.256 -0.320
O 0.486 -4.427 5.682 0.035
C -0.176 -3.185 3.869 -0.186
C 0.808 -3.858 3.128 -0.037
C 0.968 -3.532 1.774 -0.108
C 0.200 -2.565 1.158 -0.027
C -0.813 -1.805 1.902 -0.437
O -1.472 -0.872 1.380 -0.072
C -0.978 -2.211 3.290 0.070
H 1.424 -4.618 3.600 0.106
H 1.725 -4.070 1.208 0.098
H 0.322 -2.316 0.101 0.073
H -1.740 -1.718 3.884 0.115
```

***

(3)
Here is 2 unconnected molecules or ions with the total composition C9H22N4 in a non-equilibrium geometry from OMol25. Energies are from the ωB97M-V functional and the def2-TZVPD basis.

Values from the calculation:
Calculated total energy, Eh: -574.45284
Gap between HOMO and LUMO (spin up / spin down), eV: 5.382 / 3.789
LUMO (spin up / spin down), eV: -7.7 / -9.3
Largest force on an atom, eV Å⁻¹: 1.844
Spin multiplicity: 1
Total charge: +2
ΔE to the lowest compared entry with this formula, charge and spin, kcal/mol: 44.2

The geometry in XYZ format:
```
35
Properties=species:S:1:pos:R:3:lowdin_charge:R:1
C -0.049 1.227 -1.650 -0.109
C -0.698 -0.087 -0.922 -0.069
C -0.538 -1.744 -2.906 -0.123
C 0.865 -3.372 -1.930 -0.104
C 0.668 2.069 -0.733 -0.034
C -0.221 -1.333 -1.506 -0.107
C 0.633 -2.265 -0.953 -0.172
C -0.175 3.067 1.331 0.027
C 0.856 4.451 -0.382 0.027
N -1.725 -3.023 6.827 -0.002
N 1.190 -2.274 0.258 0.257
N 0.037 -3.044 -3.050 -0.020
N 0.051 3.233 -0.125 -0.193
H 0.619 0.837 -2.418 0.124
H -0.868 1.756 -2.134 0.132
H -0.476 -0.040 0.142 0.106
H -1.771 0.021 -1.064 0.139
H -1.620 -1.784 -3.095 0.161
H -0.134 -1.018 -3.635 0.157
H 1.931 -3.452 -2.190 0.158
H 0.575 -4.347 -1.513 0.157
H 1.645 1.825 -0.357 0.146
H 0.775 2.884 1.830 0.120
H -0.619 3.969 1.748 0.121
H -0.846 2.230 1.514 0.110
H 1.822 4.362 0.113 0.121
H 1.023 4.574 -1.451 0.121
H 0.343 5.330 0.002 0.121
H -0.918 -3.034 7.432 0.001
H -2.446 -2.413 7.183 0.000
H 0.978 -1.569 0.943 0.132
H 1.748 -3.057 0.557 0.152
H -2.077 -3.955 6.665 0.001
H 0.287 -3.387 -3.963 0.148
H -0.866 3.365 -0.568 0.194
```

***

(4)
Here is C7H13FO4 in the gas phase in a non-equilibrium geometry from OMol25. Energies are from the ωB97M-V functional and the def2-TZVPD basis.

Values from the calculation:
Calculated total energy, Eh: -675.22008
Gap between HOMO and LUMO (spin up / spin down), eV: 7.380 / 7.382
LUMO (spin up / spin down), eV: 0.6 / 0.6
Largest force on an atom, eV Å⁻¹: 4.865
Spin multiplicity: 1
Total charge: 0
ΔE to the lowest compared entry with this formula, charge and spin, kcal/mol: 41.4

The geometry in XYZ format:
```
25
Properties=species:S:1:pos:R:3:lowdin_charge:R:1
C -0.498 -1.871 -0.577 -0.138
C -1.811 -0.935 -0.804 -0.049
C 0.943 -1.428 -0.735 -0.094
C 0.605 1.057 -0.325 -0.313
C -1.738 0.292 0.059 -0.452
C 1.357 -0.168 0.124 -0.529
C 0.494 2.250 0.623 -0.050
O -1.545 0.099 1.374 0.068
O -2.496 1.337 -0.193 0.106
O 1.026 -0.365 1.468 0.032
O 2.783 -0.089 0.143 0.009
F 0.766 1.412 -1.611 0.028
H -0.449 -2.294 0.366 0.074
H -0.519 -2.802 -1.136 0.109
H -1.938 -0.651 -1.928 0.153
H -2.766 -1.426 -0.476 0.129
H 1.479 -2.237 -0.465 0.084
H 1.131 -1.152 -1.729 0.106
H 0.032 2.993 -0.031 0.071
H 1.526 2.787 0.803 0.108
H 0.042 1.856 1.590 0.096
H -0.824 -0.402 1.698 0.069
H -2.275 2.058 0.449 0.147
H 1.632 -0.892 1.906 0.088
H 3.045 0.571 -0.591 0.151
```